Record 1
Below is a molecular structure, C17H16NO8PdS3, with properties calculated with ωB97M-V/def2-TZVPD.

XYZ file:
```
46
Properties=species:S:1:pos:R:3:forces:R:3
Pd 1.642921 0.283133 1.212131 -0.702 0.547 -0.006
S 1.842171 1.492249 3.477201 0.040 -0.031 -0.191
C 0.196231 1.094793 3.386439 -0.193 0.086 0.172
N -0.268123 0.410053 2.373238 0.144 -0.024 -0.218
C -1.636555 0.198263 2.441188 0.176 -0.071 -0.050
C -2.405249 -0.493213 1.510862 -0.022 -0.096 -0.155
C -3.767587 -0.614706 1.729674 0.027 -0.004 0.016
C -4.370273 -0.065055 2.864595 0.062 0.052 0.028
C -3.609373 0.619548 3.801535 0.024 -0.009 -0.021
C -2.243131 0.744808 3.578588 0.003 0.064 0.075
S -1.034852 1.540698 4.552800 -0.018 0.013 0.042
H -1.933707 -0.919307 0.630530 -0.071 0.030 0.124
H -4.375588 -1.146754 1.007321 0.035 0.029 0.014
H -5.439488 -0.167249 3.013464 0.073 -0.006 -0.006
H -4.064929 1.051304 4.686009 0.010 -0.040 -0.069
O 2.120213 3.374692 -1.633363 -0.166 -0.066 0.298
C 1.513052 2.476825 -1.050790 0.421 0.003 -0.066
O 1.657088 2.186103 0.196650 -0.444 -0.111 -0.242
C 0.558602 1.643735 -1.899157 -0.071 -0.061 0.152
C 0.720582 1.683083 -3.276333 0.027 -0.073 -0.216
C -0.086397 0.934873 -4.139623 0.117 0.079 -0.060
C -1.058727 0.163645 -3.557205 -0.046 -0.039 -0.170
O -1.975746 -0.657809 -4.174050 -0.135 -0.131 -0.015
C -2.745642 -1.249936 -3.126455 0.335 0.326 0.078
O -2.279855 -0.722139 -1.885944 -0.133 -0.086 -0.039
C -1.235953 0.129678 -2.196133 -0.103 0.026 0.170
C -0.453883 0.855962 -1.336864 0.063 0.067 -0.089
H 1.507277 2.314828 -3.668460 -0.051 -0.024 0.034
H 0.046144 0.953973 -5.214971 0.006 0.015 0.076
H -2.610474 -2.329737 -3.139619 0.093 -0.182 0.008
H -3.796610 -1.000057 -3.259960 -0.134 0.102 -0.014
H -0.614029 0.828571 -0.274423 0.007 0.023 0.223
C 4.895041 0.588785 1.660216 0.189 -0.090 0.045
S 4.116022 -0.887032 1.069898 0.230 -0.344 -0.221
O 5.164327 -1.843797 0.836975 -0.017 -0.068 -0.043
O 3.396494 -0.442125 -0.165659 0.003 -0.065 0.471
O 3.107476 -1.306499 2.068070 0.145 0.053 -0.123
H 5.676446 0.827661 0.939312 -0.031 0.022 0.087
H 5.319834 0.366694 2.639153 -0.014 0.064 -0.066
H 4.171931 1.396686 1.712776 -0.034 0.057 0.017
C 0.491279 -2.574728 -1.429322 -0.117 0.109 0.069
O 0.922405 -1.790494 -0.324067 -0.071 -0.282 -0.269
H 1.101789 -3.475278 -1.539800 0.013 0.004 0.035
H 0.523854 -2.009231 -2.366410 0.015 0.019 0.019
H -0.539498 -2.875736 -1.245071 -0.008 0.022 0.034
H 1.854490 -1.589758 -0.484946 0.320 0.090 0.061
```
Forces are in eV/Å.

Its HOMO energy (alpha / beta) is -5.5440 / -5.4368 eV. Its multiplicity is 3. The calculation puts the HOMO-LUMO gap (alpha / beta) at 8.02 / 6.96 eV. As for the energy relative to the best compared isomer or geometry (same formula, charge and spin): 39.6 kJ/mol. Its LUMO energy (alpha / beta) is 2.472 / 1.522 eV. The total charge is -1.

Löwdin population analysis, charges in e, atoms 1 to 8: 0.93, 0.61, -1.13, -0.08, -0.30, -0.01, -0.09, -0.11



Record 2
Below is a molecular structure, C17H17AgF4N10O2, with properties calculated with ωB97M-V/def2-TZVPD.

XYZ file:
```
51
Properties=species:S:1:pos:R:3:forces:R:3
Ag -0.987307 -0.302438 0.074816 0.519 0.017 0.548
C -1.651255 2.550788 1.512867 0.026 -0.073 -0.051
N -0.791480 1.473667 1.982676 -0.271 0.012 0.015
C 0.459391 2.009731 2.478688 0.037 -0.089 -0.109
C -1.487651 0.665339 2.985005 0.055 -0.010 -0.032
C -0.792306 -0.644787 3.327572 0.021 -0.080 -0.153
N -0.816016 -1.525516 2.179632 0.068 -0.079 0.012
C -0.223529 -2.704554 2.237160 -0.072 0.044 0.171
C -0.289700 -3.583359 1.102689 0.004 0.105 -0.025
F -0.991903 -3.175373 0.021855 -0.009 -0.010 0.000
C 0.307635 -4.810032 1.050200 0.017 0.007 0.046
F 0.189059 -5.542219 -0.083309 -0.012 -0.027 -0.035
C 1.024146 -5.346987 2.113963 0.059 -0.081 0.035
C 1.081033 -4.550910 3.239967 -0.042 0.008 -0.042
F 1.749346 -5.013488 4.330049 0.010 -0.001 0.039
C 0.491377 -3.311503 3.323135 -0.043 0.009 -0.080
F 0.604280 -2.667572 4.523722 0.020 0.057 0.023
H -1.898541 3.257275 2.326645 -0.013 0.018 0.004
H -2.574225 2.128744 1.113618 0.009 0.010 0.022
H -1.152904 3.095649 0.709141 0.011 -0.005 0.021
H 0.303545 2.631498 3.379852 0.003 0.013 0.011
H 0.918861 2.628311 1.706490 -0.005 -0.018 -0.004
H 1.151477 1.206205 2.724225 0.000 0.000 -0.011
H -2.470689 0.419270 2.576650 0.000 0.041 0.017
H -1.626880 1.254907 3.911561 -0.020 0.035 0.017
H -1.334532 -1.066894 4.185459 0.003 -0.014 0.040
H 0.224631 -0.440162 3.684305 0.018 0.018 0.046
H 1.514350 -6.307072 2.064681 -0.027 0.027 -0.034
N -1.329449 -1.491368 -2.896753 -0.109 -0.092 0.116
C -2.502461 -0.944691 -3.255728 0.029 0.241 -0.059
N -2.732794 -0.769370 -4.591178 -0.014 -0.146 0.066
N -3.487222 -0.620049 -2.450900 -0.040 -0.095 0.120
C -3.309653 -0.484400 -1.157340 -0.126 0.072 -0.132
N -3.324581 -0.266146 -0.008008 -0.123 -0.111 -0.227
H -0.562623 -1.429449 -3.545569 -0.011 0.066 -0.033
H -1.025879 -1.311596 -1.942415 0.075 -0.192 -0.045
H -1.899966 -0.644811 -5.143681 -0.016 0.053 -0.047
H -3.402593 -0.032840 -4.759897 0.022 0.044 -0.039
O 3.220404 -1.059917 -1.672377 -0.231 0.068 0.120
C 2.137125 -0.794203 -1.203323 -0.005 -0.037 -0.033
N 1.075903 -0.523410 -0.749211 0.191 0.044 -0.228
N 0.526835 2.512019 -1.676359 -0.049 -0.039 0.038
C -0.518478 2.205063 -2.523357 0.004 -0.008 -0.139
O -1.256312 1.250990 -2.266695 -0.048 0.153 0.007
C -0.716450 3.026098 -3.699285 0.040 0.059 -0.077
C -1.704168 2.629082 -4.627604 0.157 0.084 0.087
N -2.493644 2.278370 -5.400943 -0.006 0.006 0.019
C 0.100658 4.141104 -3.978151 -0.135 -0.051 0.012
N 0.780983 5.061889 -4.167085 0.012 -0.064 0.001
H 0.837548 1.692143 -1.159118 0.000 -0.003 0.014
H 1.263008 3.085854 -2.055102 0.017 0.016 -0.030
```
Forces are in eV/Å.

Its HOMO energy is -1.6300 eV. Its multiplicity is 1. The calculation puts the HOMO-LUMO gap at 6.63 eV. As for the energy relative to the best compared isomer or geometry (same formula, charge and spin): 72.2 kJ/mol. Its LUMO energy is 5.003 eV. The total charge is -2.

Löwdin population analysis, charges in e, atoms 1 to 8: 0.70, -0.12, -0.31, -0.11, -0.24, -0.27, -0.01, -0.22



Record 3
Below is a molecular structure, C17H17BCuN8O6 in a non-equilibrium geometry, with properties calculated with ωB97M-V/def2-TZVPD.

XYZ file:
```
50
Properties=species:S:1:pos:R:3:forces:R:3
H 0.891736 2.974645 0.375787 0.103 0.144 -0.243
N 0.510401 1.590998 -1.151101 0.281 1.554 -0.438
B 0.183783 0.327199 -3.343621 0.026 0.031 1.334
N 0.527178 1.610096 -2.529446 0.072 -0.222 1.680
C 0.884993 2.822899 -2.944072 -0.132 -0.383 -0.223
Cu 0.217790 -0.018572 -0.112673 0.081 1.655 -0.876
H 0.930868 2.906405 -4.037649 0.172 0.675 0.741
C 1.094493 3.616258 -1.826029 0.111 0.436 0.248
H 1.395813 4.642513 -1.841444 0.055 0.253 0.073
C 0.846481 2.807967 -0.691928 -0.111 -0.725 -2.186
H 0.236554 0.490628 -4.514542 0.046 0.037 -0.255
C -0.786917 -1.353535 0.948162 -0.441 -0.911 2.067
H -0.710933 -1.258537 2.013623 -0.631 -1.084 1.112
H -0.028680 -2.170129 0.743187 0.026 1.842 -0.464
H -1.691608 -1.752230 0.556970 -0.778 -0.492 0.368
N -1.233834 -0.050718 -2.857889 -0.633 -0.009 1.588
N 1.136482 -0.763968 -2.816774 0.364 -0.201 1.272
N -1.450417 -0.178639 -1.500294 -0.234 -0.402 -0.856
N 1.208996 -0.968728 -1.461791 1.239 -1.629 -1.305
C -2.383179 -0.241586 -3.522309 0.469 -0.066 0.404
C 2.021879 -1.555789 -3.437560 -0.157 -0.100 0.489
H -2.308292 -0.138838 -4.609023 -0.586 -0.184 0.524
H 2.064733 -1.448612 -4.525030 0.340 -0.459 0.530
C -3.373471 -0.544569 -2.588100 0.310 0.030 0.094
C 2.658948 -2.326976 -2.457835 -0.303 0.381 -0.055
C -2.737460 -0.505542 -1.322239 0.561 0.381 -1.670
C 2.121258 -1.915859 -1.208813 -0.338 0.501 -2.367
H -4.395542 -0.775720 -2.800283 -0.262 -0.027 0.008
H 3.397367 -3.075136 -2.627484 0.351 -0.266 -0.053
H -3.115377 -0.704016 -0.329798 -0.194 0.152 -0.246
H 2.333716 -2.206840 -0.191877 0.119 0.000 -0.012
H -1.082467 -0.207413 0.969053 1.179 -0.678 -0.903
O 2.482317 -1.585624 1.958635 -0.894 1.587 0.173
C 2.006664 -0.447838 2.140014 0.565 -0.485 -0.426
O 1.761529 0.460552 1.231713 -1.004 -1.175 0.652
C 1.676739 -0.055534 3.595995 -0.155 0.434 0.573
C 0.930480 1.100649 3.917585 0.093 -0.519 0.867
C 0.613681 1.372234 5.276898 0.684 -0.516 -1.218
C 1.069865 0.587561 6.331140 -0.419 -0.300 -0.445
C 1.763092 -0.568773 5.985671 0.376 0.411 -1.379
C 2.104613 -0.889677 4.643473 -0.613 0.342 0.872
N 2.211950 -1.434387 7.062647 1.073 -1.811 2.928
O 1.906047 -1.121515 8.249829 0.531 -0.498 -3.009
O 2.895800 -2.451162 6.801956 -1.562 2.290 0.075
N -0.188752 2.547441 5.572305 -1.413 3.001 1.064
O -0.545193 3.305485 4.635424 0.844 -2.001 1.742
O -0.463559 2.800572 6.775552 0.702 -0.946 -2.711
H 0.584999 1.783249 3.146117 0.098 -0.195 0.133
H 0.831392 0.825968 7.362406 0.086 -0.048 -0.226
H 2.667741 -1.795661 4.439758 -0.096 0.194 -0.044
```
Forces are in eV/Å.

Its HOMO energy (alpha / beta) is -9.2916 / -9.2792 eV. Its multiplicity is 2. The calculation puts the HOMO-LUMO gap (alpha / beta) at 7.92 / 7.50 eV. Its LUMO energy (alpha / beta) is -1.372 / -1.780 eV. The total charge is 0.

Löwdin population analysis, charges in e, atoms 1 to 8: 0.11, -0.04, -0.48, -0.01, -0.07, 0.53, 0.13, -0.05



Question: Among the records above, which one has the lowest multiplicity?
Answer: C17H17AgF4N10O2